No. 1
ORCA calculation (wB97M-V/def2-TZVPD) on C6H12O in the gas phase at a distorted geometry.

Results
structure (SMILES) = CC[C@H]1CCCO1
orbital gap = 10.15 eV
electronic energy = -8461.72377 eV
largest force on an atom = 2.05 eV/A
spin multiplicity = 1

Last column: natural (NBO) charge in e.
Geometry (Å):
O: 0.164 1.011 0.392  -0.544
C: -0.749 1.033 -1.669  -0.596
C: 1.455 -0.687 1.178  -0.421
C: 1.487 0.561 0.317  -0.068
C: 0.108 -1.307 0.798  -0.427
C: -0.771 -0.065 0.635  0.067
C: -1.683 -0.018 -0.575  -0.407
H: 0.200 1.655 -1.580  0.227
H: -2.703 0.354 -0.314  0.208
H: 1.837 0.336 -0.715  0.154
H: 2.307 -1.346 1.022  0.211
H: -0.264 -2.006 1.553  0.221
H: -0.501 0.340 -2.457  0.190
H: -1.251 0.227 1.576  0.187
H: 2.113 1.371 0.703  0.191
H: 0.180 -1.849 -0.154  0.201
H: -1.873 -1.025 -1.016  0.200
H: 1.423 -0.370 2.225  0.203
H: -1.480 1.784 -1.919  0.204

=====

No. 2
ORCA calculation (wB97M-V/def2-TZVPD) on C6H12O as an isolated structure.

Results
orbital gap = 8.63 eV
electronic energy = -8460.00308 eV
largest force on an atom = 0.59 eV/A
spin multiplicity = 1

Last column: natural (NBO) charge in e.
Geometry (Å):
O: -1.383 0.304 1.024  -0.762
C: -0.525 -2.276 -0.294  -0.590
C: 0.835 -0.255 0.268  -0.200
C: 0.844 -1.601 -0.414  -0.424
C: -1.437 1.472 0.493  0.065
C: 0.217 2.109 0.227  -0.516
C: 0.749 0.972 -0.438  -0.143
H: 0.239 3.046 -0.329  0.220
H: 1.615 -2.242 0.026  0.211
H: -1.302 -1.641 -0.720  0.230
H: 1.908 0.397 -0.009  0.308
H: -1.795 2.315 1.121  0.142
H: -1.906 1.568 -0.514  0.104
H: -0.504 -3.245 -0.804  0.203
H: 0.793 0.918 -1.526  0.231
H: 0.555 2.238 1.255  0.228
H: 1.103 -1.464 -1.472  0.202
H: 0.780 -0.189 1.351  0.267
H: -0.787 -2.427 0.755  0.223

=====

No. 3
ORCA calculation (wB97M-V/def2-TZVPD) on a 2-piece molecular cluster, C6H12O overall.

Results
structure (SMILES) = CCC=O.C=CC
orbital gap = 10.67 eV
electronic energy = -8462.95272 eV
largest force on an atom = 0.68 eV/A
spin multiplicity = 1

Last column: natural (NBO) charge in e.
Geometry (Å):
O: 0.307 1.912 0.791  -0.539
C: 0.258 0.746 -1.298  -0.518
C: 1.262 -0.945 1.871  -0.665
C: -0.338 1.365 -0.072  0.462
C: -0.917 -1.828 1.005  -0.436
C: -0.387 1.272 -2.559  -0.597
C: -0.224 -1.061 1.838  -0.153
H: -0.192 2.337 -2.666  0.209
H: 0.068 -0.324 -1.229  0.231
H: 1.537 -1.332 2.849  0.221
H: -1.451 1.334 -0.022  0.106
H: 1.331 0.921 -1.330  0.221
H: 1.589 0.103 1.722  0.244
H: -1.997 -1.860 1.039  0.199
H: 0.030 0.772 -3.435  0.218
H: 1.755 -1.589 1.132  0.205
H: -1.465 1.113 -2.506  0.205
H: -0.420 -2.502 0.312  0.189
H: -0.745 -0.435 2.559  0.199

=====

No. 4
ORCA calculation (wB97M-V/def2-TZVPD) on a 2-piece molecular cluster, C6H12O overall.

Results
orbital gap = 8.90 eV
electronic energy = -8460.23530 eV
largest force on an atom = 0.25 eV/A
spin multiplicity = 1

Last column: natural (NBO) charge in e.
Geometry (Å):
O: 0.044 -0.245 1.226  -0.501
C: -0.097 1.406 -0.541  -0.416
C: -0.599 0.059 -0.055  0.086
C: 0.120 -2.220 0.053  -0.510
C: -0.505 2.562 0.367  -0.609
C: -0.255 -1.130 -0.957  -0.437
C: 0.615 -1.443 1.254  0.135
H: 0.613 -0.891 -1.583  0.211
H: -0.108 3.513 -0.002  0.212
H: 0.997 1.349 -0.625  0.210
H: -0.484 1.563 -1.557  0.208
H: -1.596 2.653 0.421  0.201
H: 0.845 -2.950 -0.312  0.234
H: -0.129 2.406 1.383  0.219
H: 1.856 -1.421 1.413  0.164
H: -1.093 -1.395 -1.608  0.221
H: -0.774 -2.765 0.386  0.226
H: 2.224 -1.158 0.578  -0.034
H: -1.674 0.106 0.158  0.181

=====

No. 5
ORCA calculation (wB97M-V/def2-TZVPD) on C6H12O in the gas phase.

Results
structure (SMILES) = CC[C@H]1C[C@]1(C)O
orbital gap = 10.58 eV
electronic energy = -8463.27965 eV
largest force on an atom = 0.30 eV/A
spin multiplicity = 1

Last column: natural (NBO) charge in e.
Geometry (Å):
O: -1.977 1.522 -0.238  -0.706
C: -1.470 -0.595 0.853  -0.627
C: 0.246 0.577 -0.750  -0.252
C: -1.162 0.372 -0.270  0.232
C: -0.805 -0.001 -1.673  -0.426
C: 1.985 -0.169 1.042  -0.607
C: 1.345 -0.380 -0.331  -0.396
H: 0.924 -1.393 -0.357  0.195
H: -0.876 -1.512 0.803  0.213
H: -1.651 2.095 0.468  0.465
H: 0.517 1.620 -0.912  0.218
H: 2.675 -0.995 1.247  0.210
H: -1.235 0.634 -2.442  0.232
H: -0.679 -1.047 -1.948  0.210
H: 2.121 -0.355 -1.106  0.208
H: -2.529 -0.870 0.859  0.222
H: 2.561 0.760 1.094  0.204
H: -1.234 -0.110 1.812  0.204
H: 1.243 -0.153 1.850  0.202

=====

No. 6
ORCA calculation (wB97M-V/def2-TZVPD) on a 2-piece molecular cluster, C6H12O overall.

Results
orbital gap (alpha / beta) = 7.23 / 7.47 eV
electronic energy = -8459.07862 eV
largest force on an atom = 0.57 eV/A
spin multiplicity = 1

Last column: natural (NBO) charge in e.
Geometry (Å):
O: 0.563 -0.336 1.539  -0.695
C: 0.633 -0.591 0.193  0.341
C: -1.030 1.929 0.237  -0.404
C: 1.983 -0.879 -0.378  -0.677
C: -0.570 -1.043 -0.371  -0.545
C: -1.887 -0.675 0.189  -0.468
C: 0.042 1.732 -0.558  -0.438
H: -0.941 -2.011 0.143  0.339
H: -2.041 2.005 -0.143  0.205
H: 2.490 -1.702 0.148  0.210
H: -0.535 -1.226 -1.443  0.238
H: -0.075 1.603 -1.632  0.193
H: 1.900 -1.150 -1.434  0.230
H: 1.430 -0.054 1.854  0.478
H: 2.636 0.004 -0.315  0.211
H: -2.004 -0.664 1.267  0.204
H: -0.891 2.136 1.296  0.195
H: 1.057 1.906 -0.208  0.187
H: -2.758 -0.986 -0.385  0.197

=====

No. 7
ORCA calculation (wB97M-V/def2-TZVPD) on a 2-piece molecular cluster, C6H12O overall.

Results
structure (SMILES) = C=COCC.C=C
orbital gap = 9.95 eV
electronic energy = -8462.08824 eV
largest force on an atom = 0.30 eV/A
spin multiplicity = 1

Last column: natural (NBO) charge in e.
Geometry (Å):
O: 0.675 -0.460 0.301  -0.525
C: 0.123 -1.686 0.112  0.131
C: -2.237 1.828 0.072  -0.393
C: 2.496 1.058 0.062  -0.622
C: -2.564 0.675 -0.499  -0.385
C: -0.892 -2.137 0.842  -0.497
C: 1.878 -0.236 -0.423  -0.060
H: -2.986 2.565 0.352  0.190
H: 2.719 0.995 1.131  0.216
H: 2.569 -1.074 -0.256  0.170
H: 1.815 1.899 -0.102  0.214
H: -1.313 -3.114 0.636  0.210
H: 3.428 1.254 -0.479  0.214
H: -1.808 -0.058 -0.763  0.201
H: -3.597 0.410 -0.710  0.189
H: 0.559 -2.271 -0.700  0.169
H: 1.658 -0.186 -1.500  0.170
H: -1.324 -1.538 1.637  0.214
H: -1.199 2.074 0.286  0.193

=====

No. 8
ORCA calculation (wB97M-V/def2-TZVPD) on C6H12O in the gas phase.

Results
orbital gap = 8.96 eV
electronic energy = -8461.12684 eV
largest force on an atom = 0.44 eV/A
spin multiplicity = 1

Last column: natural (NBO) charge in e.
Geometry (Å):
O: 0.921 1.763 -0.356  -0.487
C: -0.868 0.240 0.509  -0.430
C: 2.317 0.094 0.639  -0.807
C: -0.129 1.573 0.641  -0.094
C: -1.017 -0.272 -0.927  -0.402
C: 2.063 1.134 -0.428  0.299
C: -1.470 -1.729 -0.966  -0.601
H: 1.669 0.040 1.523  0.193
H: 3.359 0.197 0.957  0.247
H: -0.798 2.414 0.447  0.199
H: 0.300 1.701 1.640  0.190
H: -2.450 -1.861 -0.495  0.201
H: 2.272 -0.872 0.113  0.253
H: -1.720 0.362 -1.482  0.203
H: -0.754 -2.364 -0.431  0.200
H: -1.861 0.372 0.960  0.215
H: -1.535 -2.098 -1.995  0.214
H: -0.055 -0.186 -1.445  0.208
H: -0.362 -0.527 1.107  0.200